Entry 1:
An isolated molecule of C29H43BCl2N2O4P2S in a non-equilibrium geometry. Source: the OMol25 dataset; level of theory: ωB97M-V/def2-TZVPD.

Geometry as XYZ:
```
84
C29H43BCl2N2O4P2S, DFT ωB97M-V/def2-TZVPD
C 2.64 -2.66 -1.22
C 3.55 -1.70 -1.22
C 3.85 -0.89 0.01
C 2.87 0.25 0.26
C 2.12 0.22 1.44
P 2.11 -1.13 2.71
N 0.68 -1.61 3.17
C 1.26 1.27 1.75
C 1.09 2.31 0.84
C 1.78 2.34 -0.38
C 1.47 3.48 -1.33
C 0.79 3.01 -2.62
C -0.42 2.10 -2.34
C -0.47 0.83 -3.19
C -0.68 -0.42 -2.33
C -0.64 -1.72 -3.16
C -1.68 -2.73 -2.67
C -1.13 -3.60 -1.49
C -1.55 -5.07 -1.65
C -1.72 -5.86 -0.32
C -0.96 -5.31 0.87
C -1.00 -6.26 2.07
C 2.71 1.32 -0.66
P 3.68 1.36 -2.21
O 3.07 0.57 -3.26
O 3.95 2.87 -2.66
O 5.17 0.79 -1.91
S -0.05 3.60 1.30
C -1.25 2.65 2.20
C -2.62 2.97 2.18
B -3.24 4.20 1.41
O -4.44 3.96 0.74
C -2.67 5.66 1.40
C -1.92 6.08 2.67
C -3.50 2.16 2.91
C -3.03 1.08 3.65
Cl -4.17 0.14 4.56
C -1.68 0.78 3.66
C -0.79 1.57 2.94
N 0.58 1.23 2.99
Cl 1.44 2.12 4.22
H 2.30 -3.08 -0.28
H 2.26 -3.06 -2.14
H 4.10 -1.53 -2.13
H 4.84 -0.44 -0.03
H 3.88 -1.58 0.84
H 2.80 -0.56 3.80
H 2.82 -2.23 2.22
H 0.56 -2.60 2.99
H 0.78 4.19 -0.87
H 2.38 4.04 -1.52
H 0.45 3.91 -3.14
H 1.47 2.51 -3.30
H -0.52 1.86 -1.28
H -1.31 2.67 -2.61
H 0.46 0.69 -3.75
H -1.26 0.89 -3.93
H 0.08 -0.45 -1.56
H -1.67 -0.34 -1.88
H 0.36 -2.15 -3.13
H -0.86 -1.48 -4.20
H -2.57 -2.22 -2.31
H -2.01 -3.39 -3.48
H -0.05 -3.51 -1.51
H -1.53 -3.18 -0.58
H -0.83 -5.60 -2.26
H -2.51 -5.07 -2.15
H -1.37 -6.88 -0.50
H -2.79 -5.94 -0.11
H 0.07 -5.12 0.56
H -1.42 -4.38 1.20
H -0.50 -5.80 2.91
H -0.47 -7.18 1.83
H -2.03 -6.49 2.33
H 4.33 3.42 -1.97
H 5.60 1.37 -1.27
H -4.32 3.66 -0.16
H -3.54 6.32 1.33
H -2.07 5.88 0.51
H -2.61 6.11 3.52
H -1.51 7.09 2.58
H -1.12 5.40 2.95
H -4.56 2.37 2.91
H -1.30 -0.05 4.24
```

Its maximum force is 1.9 eV/Å. The charge is 0. The frontier orbital gap is 7.912 eV.

Mulliken population analysis, charges in e, atoms 1 to 8: atom 1 (C): -1.05, atom 2 (C): 0.12, atom 3 (C): -1.96, atom 4 (C): 0.38, atom 5 (C): 0.43, atom 6 (P): 0.34, atom 7 (N): -0.55, atom 8 (C): -1.57



Entry 2:
A cluster of 3 separate species, C13H30O7S in total in a non-equilibrium geometry. Source: the OMol25 dataset; level of theory: ωB97M-V/def2-TZVPD.

Geometry as XYZ:
```
51
C13H30O7S, DFT ωB97M-V/def2-TZVPD
C 3.91 -4.72 0.54
C 2.67 -4.92 -0.55
C 1.28 -4.43 0.16
C 3.00 -4.20 -2.00
O 3.24 -5.27 -2.98
C 2.64 -4.98 -4.29
O 2.21 -6.02 -5.05
O 2.50 -3.64 -4.90
S 4.10 -3.19 -5.43
H 4.73 -5.51 0.28
H 4.41 -3.65 0.47
H 3.48 -4.91 1.63
H 2.56 -6.09 -0.74
H 1.11 -5.16 1.09
H 1.27 -3.29 0.48
H 0.39 -4.68 -0.60
H 2.10 -3.48 -2.26
H 4.03 -3.62 -1.85
H 4.80 -3.06 -4.19
C 0.58 2.64 0.35
O 0.17 2.11 1.61
C -0.68 0.97 1.46
C 0.07 -0.33 1.72
O 1.05 -0.58 0.70
C 2.37 -0.26 1.13
H 1.38 3.36 0.53
H 0.97 1.86 -0.31
H -0.26 3.15 -0.13
H -1.16 0.96 0.47
H -1.48 1.07 2.21
H -0.63 -1.17 1.69
H 0.54 -0.33 2.72
H 2.72 -1.02 1.84
H 2.42 0.73 1.60
H 3.03 -0.27 0.26
C -2.44 4.55 1.87
O -2.75 3.89 0.65
C -3.92 3.08 0.75
C -5.13 3.76 0.10
O -5.52 4.93 0.83
C -5.08 6.13 0.21
H -1.66 5.29 1.67
H -3.31 5.07 2.28
H -2.06 3.83 2.60
H -4.13 2.82 1.80
H -3.71 2.15 0.21
H -5.98 3.07 0.12
H -4.92 4.01 -0.95
H -5.68 6.32 -0.69
H -4.02 6.08 -0.06
H -5.22 6.96 0.91
```

Its maximum force is 9.4 eV/Å. The charge is 0. For the relative energy (zero: lowest compared OMol25 entry of this formula, charge and spin), the calculation gives 420.29 kJ/mol. The frontier orbital gap is 9.159 eV.

Mulliken population analysis, charges in e, atoms 1 to 8: atom 1 (C): -1.13, atom 2 (C): 0.39, atom 3 (C): -1.14, atom 4 (C): -0.41, atom 5 (O): -0.20, atom 6 (C): 0.63, atom 7 (O): -0.53, atom 8 (O): -0.24



Entry 3:
A structure of composition C44H46N7O3Se2TaTe in a non-equilibrium geometry. Source: the OMol25 dataset; level of theory: ωB97M-V/def2-TZVPD.

Geometry as XYZ:
```
104
C44H46N7O3Se2TaTe, DFT ωB97M-V/def2-TZVPD
Ta 0.15 -0.89 0.66
C -2.64 1.14 -0.13
N -2.37 -0.23 0.30
C -3.04 -0.47 1.61
C -2.87 -1.24 -0.61
C -4.17 -1.20 -1.09
C -4.73 -2.31 -1.70
C -4.00 -3.50 -1.74
C -2.69 -3.52 -1.32
C -2.06 -2.35 -0.85
N -0.68 -2.23 -0.63
C 0.16 -3.15 -1.31
C -0.15 -3.60 -2.60
C 0.63 -4.54 -3.25
C 1.76 -5.04 -2.63
C 2.11 -4.56 -1.38
C 1.33 -3.62 -0.72
N 1.71 -3.15 0.60
C 3.16 -2.91 0.71
C 1.33 -4.17 1.59
H -3.71 1.36 -0.11
H -2.28 1.27 -1.15
H -2.14 1.83 0.54
H -4.11 -0.30 1.51
H -2.64 0.21 2.36
H -2.88 -1.50 1.92
H -4.76 -0.31 -0.97
H -5.74 -2.27 -2.09
H -4.46 -4.41 -2.09
H -2.13 -4.44 -1.35
H -1.01 -3.19 -3.10
H 0.35 -4.87 -4.24
H 2.37 -5.80 -3.11
H 3.00 -4.95 -0.90
H 3.73 -3.84 0.73
H 3.36 -2.38 1.63
H 3.51 -2.33 -0.14
H 1.90 -5.09 1.44
H 0.27 -4.41 1.49
H 1.53 -3.80 2.60
Se 2.63 0.26 0.48
Se 4.92 0.10 1.04
C 4.57 -0.05 2.92
C 5.60 0.04 3.85
C 5.28 -0.13 5.18
C 3.96 -0.37 5.54
C 3.00 -0.43 4.54
N 3.30 -0.27 3.24
C 2.83 -0.12 -1.38
C 3.85 0.37 -2.18
C 3.84 0.00 -3.52
C 2.82 -0.81 -3.99
C 1.84 -1.23 -3.10
N 1.86 -0.91 -1.81
H 6.61 0.24 3.53
H 6.05 -0.06 5.94
H 3.67 -0.52 6.57
H 1.96 -0.60 4.77
H 4.62 1.02 -1.78
H 4.62 0.34 -4.19
H 2.77 -1.12 -5.02
H 1.03 -1.87 -3.41
C -0.49 5.31 -2.72
N -0.14 4.32 -1.72
N -0.34 2.97 -1.88
C 0.29 2.30 -0.87
O 0.25 1.03 -0.76
C 0.91 3.29 -0.07
C 0.61 4.51 -0.62
C 1.00 5.87 -0.16
C -1.11 2.42 -2.95
C -2.39 2.91 -3.20
C -3.12 2.39 -4.25
C -2.59 1.37 -5.03
C -1.33 0.86 -4.75
C -0.58 1.40 -3.71
H -0.60 4.83 -3.69
H 0.32 6.04 -2.79
H -1.42 5.83 -2.47
H 1.50 3.13 0.81
H 1.33 5.82 0.88
H 0.18 6.57 -0.23
H 1.83 6.26 -0.76
H -2.81 3.69 -2.58
H -4.10 2.77 -4.46
H -3.15 0.97 -5.87
H -0.92 0.06 -5.35
H 0.42 1.02 -3.49
Te 0.22 1.01 2.58
C -1.46 1.78 3.68
C -1.98 1.17 4.82
C -3.00 1.80 5.52
C -3.47 3.04 5.11
C -2.94 3.65 3.99
C -1.94 3.02 3.27
H -1.59 0.22 5.16
H -3.41 1.33 6.40
H -4.26 3.53 5.67
H -3.29 4.63 3.68
H -1.51 3.49 2.39
O -1.01 -1.52 4.02
C -0.93 -2.42 3.23
O -0.63 -2.33 1.95
H -1.14 -3.46 3.54
```

Its maximum force is 2.5 eV/Å. The charge is +2. For the relative energy (zero: lowest compared OMol25 entry of this formula, charge and spin), the calculation gives 282.78 kJ/mol. The frontier orbital gap is 5.915 eV.

Mulliken population analysis, charges in e, atoms 1 to 8: atom 1 (Ta): -0.17, atom 2 (C): -1.77, atom 3 (N): 1.56, atom 4 (C): -1.16, atom 5 (C): 0.15, atom 6 (C): -0.79, atom 7 (C): -1.07, atom 8 (C): -0.88



Entry 4:
The ion C4H8N2S with charge +2 in a non-equilibrium geometry. Source: the OMol25 dataset; level of theory: ωB97M-V/def2-TZVPD.

Geometry as XYZ:
```
15
C4H8N2S, DFT ωB97M-V/def2-TZVPD
C 0.32 -0.04 -1.47
C -1.15 0.60 0.87
C -0.75 0.85 -1.79
C 1.46 -1.13 0.49
N 0.57 -0.40 -0.29
N -0.92 0.38 2.08
S -2.07 1.11 -0.32
H 0.96 -0.10 -2.27
H -0.39 1.93 -2.15
H -1.52 0.41 -2.59
H 1.90 -2.12 0.05
H 0.86 -1.48 1.34
H 2.29 -0.50 0.84
H -0.32 -0.40 2.31
H -1.24 0.88 2.89
```

Its maximum force is 5.1 eV/Å. The charge is +2. For the relative energy (zero: lowest compared OMol25 entry of this formula, charge and spin), the calculation gives 345.75 kJ/mol. The frontier orbital gap is 8.526 eV.

Mulliken population analysis, charges in e, atoms 1 to 8: atom 1 (C): 0.02, atom 2 (C): 0.77, atom 3 (C): -0.68, atom 4 (C): -0.77, atom 5 (N): -0.19, atom 6 (N): -0.14, atom 7 (S): 0.10, atom 8 (H): 0.51



Q: Which of these has the lowest maximum force?
A: C29H43BCl2N2O4P2S



Q: Among the records above, which one has the lowest frontier orbital gap?
A: C44H46N7O3Se2TaTe



Q: Which formula does entry 3 have?
A: C44H46N7O3Se2TaTe



Q: Number 3 is which compound?
A: C44H46N7O3Se2TaTe